1.
The following is a DFT calculation (ωB97M-V/def2-TZVPD) of the molecule C5H5N.

```
11
Properties=species:S:1:pos:R:3:mulliken_charge:R:1
H -0.5605 -1.3619 0.6148 0.29
H -0.8539 0.2146 1.3444 0.30
C 2.3009 0.9702 0.9917 -0.21
C -0.7641 -0.3096 0.3872 -0.34
C 1.7191 0.0827 0.2309 -0.27
N -3.0127 -0.1367 -0.9527 -0.39
H 0.3930 -0.0866 -1.4460 0.33
C 0.3773 0.3219 -0.4321 -0.61
C -2.0367 -0.2219 -0.3378 0.21
H 2.2495 -0.8704 0.1216 0.34
H 0.1882 1.3976 -0.5222 0.36
```

The calculation puts the LUMO energy at -0.03062 Eh. The orbital gap is 10.00 eV.

---

2.
The following is a DFT calculation (ωB97M-V/def2-TZVPD) of a cluster of 2 separate species, C5H5N2O2S in total.

```
15
Properties=species:S:1:pos:R:3:mulliken_charge:R:1
H 1.1871 -1.5215 -1.4221 0.38
C 1.0231 -0.0843 0.0365 0.14
H 0.3352 2.7797 -2.0403 0.31
O -1.5044 0.2450 3.0334 -0.69
C 0.4602 1.7121 -1.6543 -0.28
O -2.9852 -1.0475 1.8249 -0.58
C 0.9592 -0.4891 -1.2269 -0.17
H 0.6977 0.2256 -3.2639 0.23
C 0.7572 0.4721 -2.1398 -0.38
H -1.0613 -1.0192 0.3017 0.24
S 0.7472 1.7758 0.0998 -0.13
H 1.1617 -0.4198 1.9225 0.31
N -1.1700 -1.3012 1.3027 -0.42
N 1.2686 -0.7950 1.0663 -0.74
C -1.8763 -0.5328 2.1595 0.77
```

The calculation puts the LUMO energy (alpha / beta) at 0.11719 / 0.08516 Eh. The orbital gap (alpha / beta) is 7.28 / 5.50 eV. Its total charge is -1.

---

3.
The following is a DFT calculation (ωB97M-V/def2-TZVPD) of a structure of composition C5H5N2O3.

```
15
Properties=species:S:1:pos:R:3:mulliken_charge:R:1
C -1.0461 0.9197 -0.3047 -0.51
O 2.1741 0.2937 0.2608 -0.33
O 2.5057 -1.9152 0.3411 -0.67
C 1.2759 1.2105 -0.0182 0.74
H -2.1982 -0.4660 0.8194 0.45
H -1.8282 0.8646 -1.0594 0.31
H -0.4688 -0.2851 1.3696 0.37
H -0.9848 1.7940 0.3083 0.36
N -0.7339 -1.4419 -0.2201 -0.31
C 0.5512 -1.1214 -0.6566 -0.35
C 1.7257 -1.0374 0.0417 0.62
C -1.2010 -0.3244 0.5688 -0.83
O 1.3619 2.3312 0.4130 -0.68
H -1.4612 -1.5509 -1.0308 0.28
N 0.3276 0.7285 -0.8328 -0.45
```

The calculation puts the LUMO energy at 0.14193 Eh. The orbital gap is 7.42 eV. Its total charge is -1.

---

4.
The following is a DFT calculation (ωB97M-V/def2-TZVPD) of a cluster of 2 separate species, C5H5N2OS in total.

```
14
Properties=species:S:1:pos:R:3:mulliken_charge:R:1
C 1.0034 -0.7912 0.1203 -0.29
C 0.4856 0.4618 0.3114 0.73
H -1.6099 -0.1924 0.4929 0.31
C 2.2856 -0.9749 -0.3317 -0.35
N 2.9306 1.0736 0.4417 -0.73
H -0.8414 -3.6208 0.1002 0.03
N 3.3226 -0.1018 -0.1140 0.97
C -1.0503 0.7064 0.2968 -1.00
H -1.4166 1.3026 -0.6242 0.20
H -1.3582 1.3695 1.1111 0.30
H 2.6885 -1.9155 -0.7245 0.39
O 4.4860 -0.1572 -0.4990 -0.75
C 1.6266 1.2244 0.5241 -0.25
S -0.2678 -2.7611 0.8874 -0.53
```

The calculation puts the LUMO energy (alpha / beta) at 0.11991 / 0.12269 Eh. The orbital gap (alpha / beta) is 6.34 / 6.99 eV. Its total charge is -1.

---

5.
The following is a DFT calculation (ωB97M-V/def2-TZVPD) of a cluster of 2 separate species, C5H5N2OS in total.

```
14
Properties=species:S:1:pos:R:3:mulliken_charge:R:1
H -2.4262 -0.4592 -0.8446 0.18
H -2.5112 0.4510 0.6935 0.28
S -2.7177 -2.8200 0.1129 -0.48
O 3.3451 -0.9513 0.0320 -0.78
C -1.9082 0.4728 -0.1698 -1.05
H 2.6955 1.3284 0.2503 0.38
C -0.4927 0.1132 0.0232 0.96
C -0.0357 -1.1977 -0.2016 -0.43
H -1.9364 1.5339 -0.5848 0.32
N 1.1659 -1.6133 -0.1282 -0.60
C 1.8125 0.6618 0.1547 -0.39
H 0.3174 2.0660 0.5021 0.33
N 2.1339 -0.6494 -0.0246 0.94
C 0.5580 1.0637 0.1848 -0.66
```

The calculation puts the LUMO energy (alpha / beta) at 0.08879 / 0.08859 Eh. The orbital gap (alpha / beta) is 6.02 / 5.97 eV. Its total charge is -1.

---

6.
The following is a DFT calculation (ωB97M-V/def2-TZVPD) of the molecule C5H5N3.

```
13
Properties=species:S:1:pos:R:3:mulliken_charge:R:1
H -4.2296 -0.6226 0.3338 0.32
N 0.1149 -1.1519 -0.2385 -0.39
C -0.5211 -0.0419 -0.2889 0.66
H 2.4292 0.3470 -0.9425 0.28
N 1.4358 -1.1353 0.1690 -0.08
N 0.4078 2.3036 -0.0519 -0.42
C 2.4253 -0.1775 0.0648 -0.80
H 1.6970 -1.9829 0.0435 0.21
C -1.9341 -0.2933 -0.1944 -0.25
C -0.0414 1.2055 0.1156 0.14
H 2.1676 0.5876 0.9904 0.30
H 3.3958 -0.6752 0.4683 0.32
C -3.1236 -0.3210 0.2957 -0.29
```

The calculation puts the LUMO energy at -0.01132 Eh. The orbital gap is 8.54 eV.

---

Which formula does entry 6 have?
C5H5N3

---

What is the formula in the fourth record?
C5H5N2OS